Molecular formula: CH4IO
Method: DFT, the ωB97M-V functional and the def2-TZVPD basis

Computed properties:
- Spin multiplicity: 1
- Energy relative to the best compared isomer or geometry (same formula, charge and spin): 70.0 kJ/mol
- Total charge: -1
- E_HOMO: -3.64 eV
- HOMO-LUMO gap: 7.6 eV

Last column: Mulliken charge in e.
Positions of all 7 atoms, in Å:
I 1.403 0.121 2.222  -0.87
C -0.402 -0.262 -0.614  -0.62
O 0.099 1.034 -0.164  -0.52
H -1.052 -0.654 0.168  0.26
H -0.985 -0.161 -1.529  0.22
H 0.439 -0.937 -0.775  0.25
H 0.497 0.858 0.692  0.28

---

Molecular formula: C2H8OS2
Method: DFT, the ωB97M-V functional and the def2-TZVPD basis

Computed properties:
- Spin multiplicity: 1
- Energy relative to the best compared isomer or geometry (same formula, charge and spin): 92.1 kJ/mol
- Total charge: 0
- Structure (SMILES): SCCS.O
- E_HOMO: -9.14 eV
- HOMO-LUMO gap: 9.8 eV

Last column: Mulliken charge in e.
Positions of all 13 atoms, in Å:
S 0.000 0.000 0.000  -0.30
C -1.806 0.118 0.075  -0.62
C -2.515 0.621 -1.182  -0.59
S -2.693 -0.970 -2.062  -0.19
H 0.374 -0.155 1.288  0.17
H -2.285 -0.822 0.409  0.43
H -1.999 0.887 0.848  0.32
H -3.448 1.163 -0.932  0.29
H -1.862 1.317 -1.743  0.38
H -3.661 -1.443 -1.248  0.13
O -0.782 -3.246 0.027  -0.62
H 0.167 -3.503 0.032  0.30
H -0.773 -2.262 0.015  0.32

---

> Which value of E_HOMO does entry 2 give?

-9.14 eV